# 1
Density functional theory data (ωB97M-V/def2-TZVPD) for one molecule with the formula C3H8BNO.

Values from the calculation:
M: 84.9 g mol⁻¹
ΔE to the lowest compared entry with this formula, charge and spin: 5.529 eV
structure (SMILES): B[C@H]1CCNO1
gap between HOMO and LUMO: 8.12 eV
LUMO energy: 0.1 eV
HOMO energy: -8.1 eV
total charge: 0

CARTESIAN COORDINATES (ANGSTROEM)
B: -2.17225 -0.83230 0.22438
C: -0.70839 -0.33413 -0.34830
C: -0.04803 0.96555 0.20920
C: 1.43427 0.67368 0.01495
N: 1.56204 -0.76346 0.27378
O: 0.30808 -1.36066 -0.03043
H: -2.34583 -1.90129 0.42693
H: -2.96143 0.15957 0.37108
H: -0.69477 -0.16960 -1.43307
H: -0.33277 1.12226 1.30894
H: -0.08651 1.87259 -0.28931
H: 1.76320 0.79922 -1.03486
H: 2.20643 1.13348 0.71401
H: 2.07595 -1.36491 -0.40730

---

# 2
Density functional theory data (ωB97M-V/def2-TZVPD) for one molecule with the formula C3H8BNO2.

Values from the calculation:
M: 100.9 g mol⁻¹
ΔE to the lowest compared entry with this formula, charge and spin: 0.952 eV
structure (SMILES): [H]/N=C(/C)CB(O)O
gap between HOMO and LUMO: 9.22 eV
LUMO energy: 0.0 eV
HOMO energy: -9.2 eV
total charge: 0

CARTESIAN COORDINATES (ANGSTROEM)
H: -1.44984 2.10817 -0.41542
N: -1.87588 1.23929 -0.50672
C: -1.22038 0.29375 -0.01367
C: -1.55281 -1.13244 -0.23766
C: 0.00127 0.34066 0.86870
B: 1.38544 0.31147 -0.05054
O: 1.70055 -0.96358 -0.44547
O: 2.21166 1.38009 -0.05170
H: -2.11599 -1.50611 0.49958
H: -2.24380 -1.26180 -1.19724
H: -0.51881 -1.58358 -0.26920
H: 0.11144 1.23690 1.51544
H: -0.13773 -0.65151 1.50597
H: 2.58287 -1.05138 -0.97570
H: 3.12201 1.24007 -0.22637

---

# 3
Density functional theory data (ωB97M-V/def2-TZVPD) for an isolated ion of composition C3H8BO and charge -1.

Values from the calculation:
M: 70.9 g mol⁻¹
gap between HOMO and LUMO: 8.47 eV
LUMO energy: 4.1 eV
HOMO energy: -4.4 eV
total charge: -1

CARTESIAN COORDINATES (ANGSTROEM)
C: 1.84824 -0.08798 0.25630
B: 0.43254 -0.04727 -0.62772
C: -0.81870 0.68085 0.20718
C: -2.08230 -0.40809 0.10885
O: -2.29112 -1.22302 1.14636
H: 2.45413 -1.01632 -0.18705
H: 1.64482 -0.28605 1.39921
H: 2.44673 0.90881 0.10139
H: 0.52860 0.55160 -1.63659
H: 0.18060 -1.18905 -0.89241
H: -0.48163 0.85695 1.33353
H: -1.19055 1.66675 -0.30298
H: -2.67137 -0.40718 -0.90606

---

# 4
Density functional theory data (ωB97M-V/def2-TZVPD) for C3H8BiO3 as an isolated structure.

Values from the calculation:
M: 301.1 g mol⁻¹
ΔE to the lowest compared entry with this formula, charge and spin: 2.635 eV
gap between HOMO and LUMO: 8.47 eV
LUMO energy: -5.7 eV
HOMO energy: -14.2 eV
total charge: +1

CARTESIAN COORDINATES (ANGSTROEM)
C: 0.81510 -2.40830 1.36358
O: 0.21836 -1.22622 0.91790
H: 1.76284 -2.16066 1.87238
H: 0.18326 -2.94323 2.09499
H: 1.05696 -3.09542 0.53130
C: 0.86587 1.14566 -0.62557
O: -0.35517 0.93518 -1.32494
C: -1.52326 1.70996 -0.95657
O: -2.44433 0.83033 -0.49047
Bi: -1.32858 -0.73952 -0.16863
H: 1.32006 0.22801 0.29160
H: 1.66135 0.94867 -1.36148
H: 0.85042 2.07805 -0.03738
H: -1.82781 2.20959 -1.89853
H: -1.25507 2.48789 -0.20819

---

# 5
Density functional theory data (ωB97M-V/def2-TZVPD) for C3H8BrFNbO3SSn as an isolated structure.

Values from the calculation:
M: 434.7 g mol⁻¹
gap between HOMO and LUMO: 3.80 eV
LUMO energy: -8.3 eV
HOMO energy: -12.1 eV
total charge: +1

CARTESIAN COORDINATES (ANGSTROEM)
C: -0.89565 1.20224 -1.56752
S: 0.63801 0.33766 -1.19008
O: 1.50465 1.28559 -0.54037
O: 1.13231 -0.12785 -2.45359
Nb: 0.14973 -1.90007 0.14746
Br: -2.38819 -1.60430 0.03146
C: 0.44796 -0.68724 2.04249
C: 0.13926 0.72781 1.98698
O: 0.86639 1.65154 2.13873
F: -1.16321 0.98693 1.67244
H: -0.49197 2.14434 -2.03961
H: -1.55646 0.61989 -2.18940
H: -1.41478 1.41176 -0.63778
H: 0.12700 -2.66356 -1.49920
H: 0.03392 -3.47957 0.94767
H: 1.90836 -2.16850 0.06673
H: 1.46210 -0.76137 2.39714
H: -0.20736 -1.18526 2.74904
Sn: -0.29207 4.20995 -2.06257

---

# 6
Density functional theory data (ωB97M-V/def2-TZVPD) for an isolated ion of composition C3H8BrN2 and charge +1.

Values from the calculation:
M: 152.0 g mol⁻¹
ΔE to the lowest compared entry with this formula, charge and spin: 1.266 eV
structure (SMILES): NC[NH2+]/C=C\Br
gap between HOMO and LUMO: 10.67 eV
LUMO energy: -3.3 eV
HOMO energy: -14.0 eV
total charge: +1

CARTESIAN COORDINATES (ANGSTROEM)
N: -0.80341 1.33127 0.99379
C: -0.71797 1.23939 -0.34841
N: 0.43397 0.14615 -0.85564
C: 0.12972 -1.22553 -0.53762
C: 0.66958 -1.88590 0.48379
Br: 1.99160 -1.11998 1.59953
H: -0.08966 1.80644 1.52231
H: -1.27510 0.60320 1.50756
H: -1.63198 0.86255 -0.80571
H: -0.37838 2.16610 -0.80719
H: 1.31458 0.40530 -0.38928
H: 0.52097 0.27733 -1.86563
H: -0.60784 -1.68540 -1.17762
H: 0.44392 -2.92092 0.68012

---

# 7
Density functional theory data (ωB97M-V/def2-TZVPD) for a 2-piece molecular cluster, C3H8BrNS overall.

Values from the calculation:
M: 170.1 g mol⁻¹
gap between HOMO and LUMO (alpha / beta): 9.28 / 7.03 eV
LUMO energy (alpha / beta): 0.7 / -2.9 eV
2S+1: 3
HOMO energy (alpha / beta): -8.5 / -9.9 eV
total charge: 0

CARTESIAN COORDINATES (ANGSTROEM)
C: -1.18414 1.78728 -0.13002
C: -0.69024 0.41151 -0.37538
C: 0.73521 0.08664 0.05441
N: 0.73889 -1.26063 0.64788
S: 2.15434 -1.93752 1.00064
Br: 0.18037 -3.02930 -1.44658
H: -0.72125 2.50314 -0.71153
H: -2.31893 1.85604 -0.28337
H: -0.91744 2.00411 0.99836
H: -0.94329 -0.05553 -1.37953
H: -1.19481 -0.16403 0.34791
H: 1.45872 0.10921 -0.72985
H: 1.07057 0.81988 0.65444
H: 1.63201 -3.13079 1.35260

---

# 8
Density functional theory data (ωB97M-V/def2-TZVPD) for an isolated ion of composition C3H8Cl2N and charge +1.

Values from the calculation:
M: 129.0 g mol⁻¹
ΔE to the lowest compared entry with this formula, charge and spin: 0.686 eV
structure (SMILES): CC(Cl)(Cl)C[NH3+]
gap between HOMO and LUMO: 11.54 eV
LUMO energy: -3.6 eV
HOMO energy: -15.1 eV
total charge: +1

CARTESIAN COORDINATES (ANGSTROEM)
C: 0.72051 0.06663 1.85672
C: 0.76226 -0.06698 0.28895
Cl: 1.57227 -1.65686 -0.21091
Cl: 1.43685 1.35852 -0.47802
C: -0.94286 -0.15138 -0.29940
N: -0.78784 0.02337 -1.76445
H: 1.45592 0.78695 2.16398
H: -0.10959 0.31633 2.31525
H: 1.00455 -0.87233 2.34593
H: -1.56318 -0.99042 -0.08059
H: -1.30403 0.71489 0.17932
H: -1.59674 0.58810 -2.05017
H: -0.73046 -0.76664 -2.41939
H: 0.08236 0.64983 -1.84723

---

# 9
Density functional theory data (ωB97M-V/def2-TZVPD) for one molecule with the formula C3H8ClN.

Values from the calculation:
M: 93.6 g mol⁻¹
ΔE to the lowest compared entry with this formula, charge and spin: 0.619 eV
structure (SMILES): CC[C@@H](N)Cl
gap between HOMO and LUMO: 10.56 eV
LUMO energy: 1.1 eV
HOMO energy: -9.5 eV
total charge: 0

CARTESIAN COORDINATES (ANGSTROEM)
C: -0.93863 -1.09235 0.53410
C: -0.76480 -0.26819 -0.77263
C: 0.83083 0.58770 -0.62212
N: 0.86297 1.35062 0.59503
Cl: 2.19495 -0.67449 -0.48507
H: -0.74428 -0.37609 1.30735
H: -2.05954 -1.47094 0.64840
H: -0.28691 -1.91333 0.58444
H: -0.98928 -0.68199 -1.72056
H: -1.49276 0.52210 -0.78238
H: 1.10213 1.25270 -1.43207
H: 0.61808 0.84033 1.42247
H: 1.66723 1.92394 0.72301

---

# 10
Density functional theory data (ωB97M-V/def2-TZVPD) for a 2-piece molecular cluster, C3H8ClN2 overall.

Values from the calculation:
M: 107.6 g mol⁻¹
ΔE to the lowest compared entry with this formula, charge and spin: 6.810 eV
gap between HOMO and LUMO (alpha / beta): 8.94 / 8.30 eV
LUMO energy (alpha / beta): -5.7 / -7.0 eV
HOMO energy (alpha / beta): -14.7 / -15.3 eV
total charge: +1

CARTESIAN COORDINATES (ANGSTROEM)
C: -0.55113 1.67826 -0.51084
C: 0.20033 -2.04326 -0.20115
C: -0.68633 0.28067 -0.09140
N: 1.54550 -0.20480 -0.45809
N: 0.32086 -0.62591 -0.25072
Cl: -2.29720 -0.35656 -0.17960
H: 0.30195 2.14100 -0.05318
H: -1.54753 2.08828 -0.21908
H: -0.34822 1.92481 -1.56414
H: -0.54984 -2.63028 -0.74762
H: -0.26238 -2.46634 0.69968
H: 1.24567 -2.53681 -0.41389
H: -0.67139 0.34845 2.56552
H: 1.74735 0.80851 -0.37476

---

# 11
Density functional theory data (ωB97M-V/def2-TZVPD) for one molecule with the formula C3H8ClNO.

Values from the calculation:
M: 109.6 g mol⁻¹
ΔE to the lowest compared entry with this formula, charge and spin: 2.244 eV
structure (SMILES): CN(C)[C@@H](O)Cl
gap between HOMO and LUMO: 9.53 eV
LUMO energy: 0.6 eV
HOMO energy: -8.9 eV
total charge: 0

CARTESIAN COORDINATES (ANGSTROEM)
C: 0.99803 -1.06938 0.70031
N: 0.28580 -0.05002 0.04744
C: 0.72095 0.46899 -1.20261
C: -0.92153 0.31306 0.45100
O: -1.33878 1.50451 -0.05317
Cl: -2.33891 -1.04721 -0.12256
H: 0.78437 -2.08701 0.25050
H: 2.03868 -0.91205 0.32147
H: 0.61044 -1.10368 1.72025
H: 0.39362 1.54851 -1.17291
H: 1.74147 0.56017 -1.07865
H: 0.22299 -0.03598 -2.04349
H: -1.03968 0.16576 1.76450
H: -2.15744 1.74432 0.41792

---

# 12
Density functional theory data (ωB97M-V/def2-TZVPD) for C3H8CoO2 as an isolated structure.

Values from the calculation:
M: 135.0 g mol⁻¹
gap between HOMO and LUMO (alpha / beta): 9.26 / 9.06 eV
LUMO energy (alpha / beta): 0.8 / 0.1 eV
2S+1: 4
HOMO energy (alpha / beta): -8.5 / -8.9 eV
total charge: 0

CARTESIAN COORDINATES (ANGSTROEM)
C: -1.66688 -0.55528 0.47634
C: -0.25420 -1.07988 0.37622
O: 0.57778 0.03096 -0.09908
C: 1.92659 -0.27668 -0.35871
Co: -0.98781 1.26609 -0.24971
H: -2.35807 -1.12065 -0.16447
H: -2.03691 -0.57182 1.51147
H: -0.13094 -1.89906 -0.35103
H: 0.18315 -1.39435 1.33784
H: 2.56982 0.55872 -0.04577
H: 2.22365 -1.18760 0.18328
O: -0.99603 2.93682 -0.85219
H: -1.09183 3.73102 -0.32820
H: 2.04166 -0.43830 -1.43599